Here is a single C6H12 molecule in a non-equilibrium geometry from the OMol25 dataset. Energies are from the ωB97M-V functional and the def2-TZVPD basis.

XYZ file:
```
18
Properties=species:S:1:pos:R:3
C 0.833 -1.485 -0.946
C -1.280 0.391 1.039
C 0.224 0.700 1.343
C -1.209 0.093 -0.475
C 1.031 0.875 -0.017
C 0.291 -0.032 -0.999
H 0.147 -2.115 -1.371
H 1.825 -1.517 -1.506
H 0.891 -1.768 0.080
H -1.555 -0.483 1.581
H -1.950 1.200 1.382
H 0.483 -0.267 1.839
H 0.369 1.618 1.999
H -1.709 0.826 -0.922
H -1.680 -0.814 -0.637
H 0.827 1.916 -0.470
H 2.107 0.603 0.101
H 0.355 0.259 -2.020
```

As for the SMILES: CC1CCCC1. The value obtained for the maximum force is 0.084 Eh/bohr. As for the gap between HOMO and LUMO: 11.66 eV. The value obtained for the lowest unoccupied orbital energy is 1.180 eV. The total energy comes out at -235.771741 Eh. The calculation puts the energy relative to the best compared isomer or geometry (same formula, charge and spin) at 1.265 eV.



Here is a molecular structure, C11H11NO3 in a non-equilibrium geometry from the OMol25 dataset. Energies are from the ωB97M-V functional and the def2-TZVPD basis.

XYZ file:
```
26
Properties=species:S:1:pos:R:3
C -1.924 1.616 2.447
C -2.425 2.089 1.230
C -0.629 1.157 2.526
C -1.715 1.717 0.088
C -0.010 0.669 1.389
C -0.611 0.846 0.187
C 1.271 -0.133 1.367
C 0.869 -2.131 -0.883
C 2.170 -1.486 -0.404
C 0.004 -1.014 -1.602
C 0.248 0.361 -1.004
N 1.718 -0.243 0.085
O 1.807 -0.577 2.355
O 0.199 -0.837 -3.018
O 0.529 1.395 -1.882
H -2.549 1.921 3.302
H -3.294 2.679 1.412
H -0.015 0.952 3.424
H -2.015 2.029 -0.985
H 0.798 -3.059 -1.589
H 0.080 -2.335 -0.052
H 2.631 -1.878 0.432
H 2.896 -1.356 -1.362
H -1.058 -1.435 -1.624
H 0.264 -1.769 -3.213
H 0.760 0.825 -2.626
```

The value obtained for the maximum force is 0.085 Eh/bohr. As for the gap between HOMO and LUMO: 9.75 eV. The value obtained for the lowest unoccupied orbital energy is 0.402 eV. The total energy comes out at -706.154534 Eh. The calculation puts the energy relative to the best compared isomer or geometry (same formula, charge and spin) at 3.041 eV.



Here is 3 unconnected molecules or ions with the total composition C4H13NOS in a non-equilibrium geometry from the OMol25 dataset. Energies are from the ωB97M-V functional and the def2-TZVPD basis.

XYZ file:
```
20
Properties=species:S:1:pos:R:3
C 1.407 0.970 -0.130
C 0.434 0.606 0.998
S -0.787 1.891 1.205
C 0.742 1.221 -1.526
N -0.166 0.192 -2.090
C -1.549 0.118 -1.570
H 2.087 1.818 0.000
H 2.022 0.053 -0.237
H 1.041 0.576 1.911
H 0.032 -0.397 0.895
H -1.911 -2.744 6.637
H 0.127 2.122 -1.356
H 1.459 1.440 -2.318
H -2.574 -3.064 6.601
H -2.119 -0.474 -2.292
H -1.943 1.165 -1.556
H -1.616 -0.344 -0.584
H 1.776 -2.451 -1.654
H 0.265 -0.749 -1.953
O 1.273 -1.947 -0.982
```

The value obtained for the maximum force is 0.048 Eh/bohr. As for the gap between HOMO and LUMO (spin up / spin down): 6.35 / 4.66 eV. The value obtained for the lowest unoccupied orbital energy (spin up / spin down) is 3.213 / 1.531 eV. The total energy comes out at -688.284171 Eh. As for the net charge: -1. The spin multiplicity is 2. The calculation puts the energy relative to the best compared isomer or geometry (same formula, charge and spin) at 1.622 eV.